# 1
The following is a DFT calculation (ωB97M-V/def2-TZVPD) of 2 unconnected molecules or ions with the total composition C2H9NSi2 in a non-equilibrium geometry.

The HOMO-LUMO gap comes out at 7.66 eV. The energy relative to the best compared isomer or geometry (same formula, charge and spin) comes out at 2.665 eV. For the highest occupied orbital energy, the calculation gives -8.79 eV. The value obtained for the lowest unoccupied orbital energy is -1.1 eV. Its charge is 0.

CARTESIAN COORDINATES (ANGSTROEM)
N  -1.12127  1.08184  0.55688
H  2.37129  -0.94146  0.41725
H  2.63295  0.17890  -1.80319
H  1.20333  1.24494  -1.40035
C  1.67772  -0.20327  0.09339
H  -2.91587  -1.05477  0.15112
H  0.91115  1.47683  1.87469
H  -0.94905  1.57873  -0.36045
H  -1.85831  -1.79199  -1.76136
Si  -1.88600  -2.14382  -0.32640
C  1.85835  0.33024  -1.12331
H  -2.01129  0.54408  0.37036
Si  0.27615  0.42620  1.21180
H  -0.18914  -0.72645  2.09958



# 2
The following is a DFT calculation (ωB97M-V/def2-TZVPD) of 2 unconnected molecules or ions with the total composition CHF3N2 in a non-equilibrium geometry.

The HOMO-LUMO gap (spin up / spin down) comes out at 8.02 / 10.31 eV. The energy relative to the best compared isomer or geometry (same formula, charge and spin) comes out at 10.340 eV. For the highest occupied orbital energy (spin up / spin down), the calculation gives -9.36 / -11.36 eV. The value obtained for the lowest unoccupied orbital energy (spin up / spin down) is -1.3 / -1.0 eV. Its charge is 0.

CARTESIAN COORDINATES (ANGSTROEM)
N  0.79654  -1.74689  0.38544
F  2.08799  -2.30207  -0.00802
F  -2.60560  -1.74202  -0.49944
C  0.23265  -0.89948  -0.15885
N  -2.23378  -0.89922  0.52050
H  -0.03620  0.06437  -0.65063
F  -2.67990  0.34197  0.17750



# 3
The following is a DFT calculation (ωB97M-V/def2-TZVPD) of a molecular structure, C30H30BrCaN4O7.

The HOMO-LUMO gap comes out at 6.16 eV. The energy relative to the best compared isomer or geometry (same formula, charge and spin) comes out at 1.957 eV. For the highest occupied orbital energy, the calculation gives -3.71 eV. The value obtained for the lowest unoccupied orbital energy is 2.4 eV. Its charge is -1.

CARTESIAN COORDINATES (ANGSTROEM)
C  3.24392  3.77302  -2.01857
C  2.87196  0.49075  -0.48240
C  0.29394  2.08428  0.05996
C  1.81589  -1.40283  -3.90629
C  1.98677  -2.91222  0.18914
C  -2.95006  -0.66644  0.67488
C  -0.78167  1.71340  -5.00678
H  0.13758  0.90801  -6.77680
O  -0.90493  1.41880  0.03858
C  3.66355  -1.59396  1.31720
H  1.68978  5.11682  -2.76296
H  1.36452  -2.36685  -3.69206
O  -4.03984  -1.20147  0.48327
H  0.84721  2.42486  -6.20310
N  2.04413  -0.53361  -0.19145
H  -0.16347  3.66302  -2.11340
C  1.03506  1.98791  -1.30814
Ca  -0.23187  -0.73668  -1.03751
O  -3.56815  2.51203  -0.11818
C  0.36130  -4.13029  -0.90593
C  -3.32982  3.54136  1.95903
O  -1.79820  -1.16432  0.46692
O  0.66205  2.71840  1.01113
C  -0.39881  -0.50569  -4.04448
C  0.86380  3.37687  -1.90959
C  0.42603  1.47010  -5.88449
H  2.16296  -0.94878  -2.97020
H  -3.19831  1.19799  -4.23202
C  -2.48577  0.60325  -3.66030
N  -1.27148  0.45956  -4.45008
H  -0.51610  2.38644  -4.18483
C  2.50558  1.69127  -1.02174
H  -3.62600  4.57789  1.80482
N  0.85916  -0.53624  -4.57815
C  1.45368  0.69207  -5.09346
C  3.64024  -3.99046  1.64435
C  2.58345  -1.62339  0.44149
H  -3.08073  0.54079  2.37149
C  1.89848  -5.30975  0.47661
H  -4.70565  2.08023  2.91486
H  -0.49541  -4.11630  -1.57218
H  -1.19609  1.87140  2.02742
H  4.03520  -4.89069  2.09881
O  0.45804  1.06580  -2.15071
H  5.02572  -2.67684  2.57474
Br  4.62946  4.96186  -2.57130
C  1.87628  4.16978  -2.27069
C  0.82499  -5.34343  -0.36469
O  -0.77495  -1.39782  -3.25873
H  -2.91862  -0.37030  -3.45377
N  0.91296  -2.97201  -0.64630
H  -5.46931  3.12080  1.70512
C  3.53335  2.60264  -1.42776
C  -4.55370  2.58820  1.96282
H  2.28552  -6.21886  0.92326
C  -2.97291  0.75293  1.30379
C  4.18281  -2.76054  1.89838
H  4.08800  -0.63414  1.57874
H  2.29831  0.41051  -5.72592
H  -1.93334  3.75113  0.22319
H  -4.95945  1.04271  0.38702
H  -2.73868  3.49147  2.87422
C  -1.79214  1.74352  1.12879
H  2.66939  -1.54618  -4.56966
C  -2.54563  3.01818  0.74365
H  -2.27850  1.11966  -2.71567
H  -1.59654  2.16127  -5.58039
H  4.56542  2.31281  -1.26203
C  2.52178  -4.07952  0.78338
C  -4.16123  1.62035  0.84022
H  3.94448  0.32791  -0.34283
H  0.32538  -6.26957  -0.61401
H  1.82330  1.28936  -4.25192



# 4
The following is a DFT calculation (ωB97M-V/def2-TZVPD) of a molecular structure, C22H25AsF3NO4PSV.

The HOMO-LUMO gap (spin up / spin down) comes out at 8.25 / 7.68 eV. The energy relative to the best compared isomer or geometry (same formula, charge and spin) comes out at 0.000 eV. The spin multiplicity is 2. For the highest occupied orbital energy (spin up / spin down), the calculation gives -10.44 / -9.87 eV. The value obtained for the lowest unoccupied orbital energy (spin up / spin down) is -2.2 / -2.2 eV. Its charge is +1.

CARTESIAN COORDINATES (ANGSTROEM)
H  0.58330  1.17045  5.25152
H  -2.43641  1.14034  -2.14475
H  -0.17541  6.13692  -2.46756
O  1.83853  -1.04214  0.13794
H  1.45870  -0.17606  2.86746
C  -2.89574  0.16342  -1.99476
S  1.26172  -1.72187  -1.04204
H  5.95388  2.75147  -1.74377
H  -3.35663  -2.46764  -0.15121
C  0.67647  1.97507  4.53123
C  2.44331  2.46448  -0.16274
C  -4.07737  -1.72923  0.19749
H  -1.95348  2.94433  0.85786
C  3.93839  2.07022  -2.01262
C  -0.23537  3.56500  -0.26851
P  0.76988  2.25000  0.48721
H  -3.43084  4.69589  -0.09478
C  0.89062  4.31936  4.03978
H  1.88139  1.46864  -1.98729
H  5.54532  3.62630  0.52953
H  0.97569  4.83271  1.95976
H  -2.54044  6.27982  -1.76945
C  0.81500  2.71314  2.24143
O  -1.94924  0.20353  0.77878
H  -4.27808  1.77154  1.32465
H  0.75685  3.50663  6.02166
C  -1.57500  3.64391  0.11918
As  -3.33667  0.00318  -0.14089
C  -4.58249  1.37643  0.35754
H  -2.17866  -0.61691  -2.24496
C  0.25168  -3.05134  -0.21799
C  2.68177  1.95794  -1.44190
H  4.11784  1.67526  -3.00354
H  -3.78703  0.07282  -2.61386
H  -5.01536  -1.84604  -0.34308
H  1.30148  4.41651  -1.50512
O  2.14543  -2.33602  -1.95893
F  0.90438  -4.17754  -0.05390
C  0.69407  1.68663  3.17324
F  -0.11434  -2.56920  1.01726
C  0.77464  3.28740  4.96267
C  4.74047  3.16431  -0.02661
H  -4.55394  2.16533  -0.39150
H  -0.09795  -0.17209  3.31129
C  4.96925  2.67267  -1.30274
H  -5.58895  0.96872  0.42744
C  0.26410  4.46715  -1.19974
C  0.90674  4.03146  2.68606
C  -1.89723  5.51697  -1.35160
H  -4.24589  -1.85471  1.26495
C  -0.57040  5.43787  -1.74247
H  3.31286  3.44687  1.54422
H  0.96054  5.34462  4.37687
O  0.19348  -0.85250  -1.54988
F  -0.87658  -3.28094  -0.88728
N  0.57346  0.30542  2.71395
C  -2.39874  4.62028  -0.41453
V  -0.01591  -0.06864  0.57158
C  3.47963  3.06357  0.54587



# 5
The following is a DFT calculation (ωB97M-V/def2-TZVPD) of a molecular structure, C3H12FO3Pd in a non-equilibrium geometry.

The HOMO-LUMO gap (spin up / spin down) comes out at 9.68 / 5.26 eV. The energy relative to the best compared isomer or geometry (same formula, charge and spin) comes out at 9.895 eV. The spin multiplicity is 3. For the highest occupied orbital energy (spin up / spin down), the calculation gives -14.99 / -13.80 eV. The value obtained for the lowest unoccupied orbital energy (spin up / spin down) is -5.3 / -8.5 eV. Its charge is +1.

CARTESIAN COORDINATES (ANGSTROEM)
H  -1.84530  -1.85398  0.56213
H  1.88730  2.64493  -0.24538
H  -0.31794  0.84615  -0.02643
H  -1.09092  0.32214  0.11327
F  -0.84089  0.25960  -0.92612
O  0.12556  -1.46538  -0.70221
H  0.93612  1.96225  -1.57952
H  1.54212  -1.67715  0.69196
O  0.18585  1.59533  0.29996
O  -1.33123  0.14758  1.02617
C  1.23669  -0.91833  -0.02846
C  -1.50863  -1.18311  1.35249
H  2.01026  -0.67750  -0.75763
H  -0.56812  -1.57817  1.73651
C  1.30197  1.78401  -0.56834
H  0.85167  -0.03798  0.48615
H  -0.47650  -0.72159  -0.77898
Pd  -1.75996  0.97766  -2.09653
H  1.96872  0.92428  -0.63469
H  -2.30677  -1.35074  2.07567



# 6
The following is a DFT calculation (ωB97M-V/def2-TZVPD) of a molecular structure, C20H28IrN2O12Si in a non-equilibrium geometry.

The HOMO-LUMO gap (spin up / spin down) comes out at 5.99 / 5.89 eV. The energy relative to the best compared isomer or geometry (same formula, charge and spin) comes out at 1.106 eV. The spin multiplicity is 6. For the highest occupied orbital energy (spin up / spin down), the calculation gives -6.68 / -9.28 eV. The value obtained for the lowest unoccupied orbital energy (spin up / spin down) is -0.7 / -3.4 eV. Its charge is 0.

CARTESIAN COORDINATES (ANGSTROEM)
H  2.15789  2.41704  -0.42162
H  1.27704  -0.12108  -5.18180
C  0.95612  -0.22840  -4.14218
C  1.78093  0.36636  -0.90800
H  0.01124  -2.54530  0.77438
H  1.52330  0.49022  -3.54946
C  2.17309  -0.94824  6.35584
C  0.30423  -0.34342  4.94818
C  0.42449  -2.61441  -4.60891
C  2.72253  -2.05921  2.77321
H  0.57932  2.07927  -1.18274
H  0.88490  -5.63586  -1.13452
H  -0.33342  3.47602  0.59171
H  -0.59013  2.57595  2.11661
H  2.80261  -2.56509  -0.12049
O  -1.11404  1.41720  5.27563
H  3.01676  -1.79179  -4.85592
N  -0.63153  0.55598  4.50228
H  3.78760  -2.03794  5.46458
C  -1.65673  1.77362  0.49157
C  2.79018  -1.64520  5.34056
O  -2.64004  2.59386  0.17910
C  0.95367  -0.23775  6.15802
H  1.38023  -4.85331  -2.63760
H  0.78455  -2.49122  -5.63364
O  2.87990  0.18373  -1.33761
C  1.21149  -1.67350  -3.68085
C  0.70718  -1.41199  4.05376
H  -0.10495  0.02896  -4.09087
H  0.55827  -3.66073  -4.32960
Ir  0.07766  -0.59027  1.50520
O  2.25881  -0.25915  8.53077
H  -0.31690  -4.80171  -2.13021
H  2.89850  -3.05696  -3.63239
C  2.70520  -2.00086  -3.82768
H  -1.78767  -1.51340  -1.03667
O  2.25842  -1.33571  1.83880
H  0.54531  -4.21179  1.04570
Si  0.50717  -1.92146  -1.92342
C  1.30498  1.74090  -0.43438
O  0.79850  -0.55230  -0.86065
C  0.12855  -3.54014  0.29314
O  -0.90384  0.62653  3.20687
H  3.31999  -1.40727  -3.15834
N  2.84799  -0.84699  7.64196
C  -0.44039  2.48680  1.03764
H  -1.72029  -1.08208  -2.74126
O  -0.08513  -1.90152  3.20175
O  3.59836  -2.90749  2.76083
O  0.71470  1.69011  0.86307
H  3.11057  -3.57329  -1.52978
C  2.08475  -1.77676  4.15016
C  1.00954  -3.48890  -0.97038
H  -0.64501  -2.39138  -4.59813
H  -3.43078  2.10367  -0.08666
O  3.94184  -1.36507  7.75895
C  -1.37532  -1.80887  -2.00293
O  -1.71853  0.56850  0.35567
C  0.71712  -4.76612  -1.77538
H  -1.80950  -2.77410  -2.27406
C  2.50444  -3.47540  -0.62796
H  -0.88190  -3.86575  0.04066
H  2.74233  -4.31177  0.03405
H  0.55750  0.41010  6.92511



# 7
The following is a DFT calculation (ωB97M-V/def2-TZVPD) of a single C2H6N2OS molecule in a non-equilibrium geometry.

The HOMO-LUMO gap comes out at 9.74 eV. The energy relative to the best compared isomer or geometry (same formula, charge and spin) comes out at 2.840 eV. For the highest occupied orbital energy, the calculation gives -8.96 eV. The value obtained for the lowest unoccupied orbital energy is 0.8 eV. Its charge is 0.

CARTESIAN COORDINATES (ANGSTROEM)
N  0.03626  1.57360  -0.14861
H  2.23912  0.33768  0.83354
S  0.54707  -1.01179  -0.12867
H  -0.61699  2.30915  -0.07697
C  -0.50200  0.39954  -0.09775
H  2.63402  0.10626  -0.89082
O  -2.40510  -1.13382  -0.22857
H  2.75500  -1.40229  0.24488
N  -1.94634  0.13945  0.18671
C  2.23898  -0.40128  0.01230
H  -2.37847  -1.70790  0.59246
H  -2.60155  0.79141  -0.29852



# 8
The following is a DFT calculation (ωB97M-V/def2-TZVPD) of a molecular structure, C31H33AuN3OS2 in a non-equilibrium geometry.

The HOMO-LUMO gap (spin up / spin down) comes out at 3.78 / 3.79 eV. The energy relative to the best compared isomer or geometry (same formula, charge and spin) comes out at 2.784 eV. For the highest occupied orbital energy (spin up / spin down), the calculation gives -1.31 / -1.32 eV. The value obtained for the lowest unoccupied orbital energy (spin up / spin down) is 2.5 / 2.5 eV. Its charge is -1.

CARTESIAN COORDINATES (ANGSTROEM)
H  5.59377  -2.15608  1.33597
H  5.00257  1.66632  1.37097
H  0.59437  0.51492  1.30467
N  3.65907  -0.91068  -0.38753
H  2.31607  -6.63108  -0.13163
C  -0.89523  -4.53058  0.06277
H  -0.75733  6.84842  -0.66953
H  -2.41093  3.83172  -0.11703
H  1.95347  4.03222  1.43857
C  -3.80373  -2.24698  -0.53243
C  -0.24853  4.89802  0.03937
C  1.41157  -6.03488  -0.10683
H  -0.09343  3.86492  -3.64693
C  -6.02293  -0.71418  -0.25623
C  4.46317  0.27112  -0.19173
N  -3.64593  -0.94048  -0.48143
N  1.70907  -1.99348  0.07777
C  0.34387  -3.87368  0.13247
H  5.21367  -2.06608  -1.09813
C  0.42497  -2.41298  0.08947
H  -4.83883  4.71162  -0.36403
C  0.32227  1.12062  0.43547
C  0.43487  2.59802  0.82617
C  -4.52603  3.68572  -0.30913
H  5.17907  -0.02588  1.84997
H  -5.09983  -3.95358  -0.45433
H  -1.94243  -6.35568  -0.28133
H  0.26967  2.20912  -1.91853
H  -1.49803  2.81632  1.79497
C  -0.44993  2.77802  2.07227
C  -6.16793  -2.08098  -0.29123
O  -0.63703  -1.72728  0.02517
C  -4.45343  1.23362  -0.27613
C  2.28737  -0.89548  -0.23913
C  -3.19933  1.77662  -0.15883
S  1.53557  0.62052  -0.83793
H  2.19057  2.40472  2.09607
H  4.01727  1.09022  -0.76143
C  -5.02843  -2.87778  -0.42123
Au  -1.66933  0.32362  -0.06483
H  5.45787  0.07392  -0.60243
C  4.57007  0.67272  1.28127
H  -0.57533  6.21672  -3.05513
H  0.12067  -7.70258  -0.54123
C  -0.97393  -5.88168  -0.18123
C  4.33857  -2.17968  -0.44593
C  0.17917  -6.64758  -0.30463
H  5.17177  -3.76358  0.74017
C  1.49547  -4.67808  0.10547
H  2.55737  2.74282  0.39487
H  -0.18873  3.68032  2.62177
C  -0.41733  5.47892  -2.28023
H  -2.89153  -2.79778  -0.69283
C  4.79597  -2.75368  0.89847
C  1.88147  2.96722  1.21647
S  -5.72813  2.45882  -0.40363
C  -0.49703  5.83442  -0.94673
C  0.07587  3.22422  -1.61973
H  3.95897  -2.78768  1.58997
C  0.05507  3.57382  -0.27533
H  -0.31823  1.92992  2.74237
H  -6.87723  -0.05918  -0.15703
H  -0.31063  5.21072  1.07247
H  -7.15113  -2.52608  -0.22673
H  3.57447  0.68042  1.71577
C  -4.73693  -0.15608  -0.33233
C  -0.14123  4.16572  -2.61003
H  2.45157  -4.20388  0.24397
H  -1.79083  -3.94728  0.19547
C  -3.26493  3.18532  -0.18243
H  3.64527  -2.88008  -0.91573